[1]
The molecule C6H9N, computed with ωB97M-V with the def2-TZVPD basis set.

Values from the calculation:
**SMILES**: Cc1c[nH]c(C)c1
**ΔE to the lowest compared entry with this formula, charge and spin**: 0.4821 eV
**HOMO energy**: -0.285 Eh
**LUMO**: 1.04 eV
**Frontier orbital gap**: 0.323 hartree

The geometry in ORCA input format:
```
! wB97M-V def2-TZVPD RIJCOSX def2/J DEFGRID3
* xyz 0 1
C 1.067 1.880 -1.335
C 0.598 0.525 -0.898
C 1.419 -0.335 -0.221
N 0.643 -1.139 0.577
C -0.679 -0.810 0.410
C -1.725 -1.271 1.371
C -0.742 0.165 -0.556
H 1.202 2.448 -0.408
H 0.336 2.424 -1.935
H 2.033 1.861 -1.846
H 2.499 -0.382 -0.204
H 1.006 -1.686 1.338
H -1.618 -0.726 2.320
H -2.722 -1.045 0.986
H -1.666 -2.341 1.594
H -1.659 0.593 -0.948
*
```

Atomic partial charges in e from the natural (NBO) method, atoms 1 to 6:
1. C -0.619
2. C -0.097
3. C -0.084
4. N -0.512
5. C 0.133
6. C -0.639

[2]
The molecule C6H9N, computed with ωB97M-V with the def2-TZVPD basis set.

Values from the calculation:
**SMILES**: Cc1ccc(C)[nH]1
**ΔE to the lowest compared entry with this formula, charge and spin**: 0.0674 eV
**HOMO energy**: -0.282 Eh
**LUMO**: 1.02 eV
**Frontier orbital gap**: 0.320 hartree

The geometry in ORCA input format:
```
! wB97M-V def2-TZVPD RIJCOSX def2/J DEFGRID3
* xyz 0 1
C -2.485 -0.390 0.029
C -1.119 0.199 0.173
C -0.610 1.472 0.265
C 0.813 1.375 0.150
C 1.128 0.047 0.005
C 2.405 -0.685 -0.229
N -0.051 -0.648 0.034
H -2.744 -1.068 0.851
H -3.252 0.383 -0.045
H -2.515 -0.977 -0.899
H -1.179 2.386 0.389
H 1.523 2.193 0.140
H 2.386 -1.199 -1.199
H 3.251 0.006 -0.229
H 2.578 -1.442 0.545
H -0.130 -1.652 0.022
*
```

Atomic partial charges in e from the natural (NBO) method, atoms 1 to 6:
1. C -0.638
2. C 0.121
3. C -0.295
4. C -0.308
5. C 0.125
6. C -0.638

[3]
The molecule C6H9N, computed with ωB97M-V with the def2-TZVPD basis set.

Values from the calculation:
**SMILES**: CC1(C#N)CCC1
**ΔE to the lowest compared entry with this formula, charge and spin**: 0.9867 eV
**HOMO energy**: -0.406 Eh
**LUMO**: 0.83 eV
**Frontier orbital gap**: 0.437 hartree

The geometry in ORCA input format:
```
! wB97M-V def2-TZVPD RIJCOSX def2/J DEFGRID3
* xyz 0 1
C 1.253 1.223 0.199
C 0.521 -0.095 -0.047
C 1.481 -1.171 -0.319
N 2.230 -2.028 -0.527
C -0.531 -0.466 1.044
C -1.667 -0.308 0.008
C -0.629 -0.012 -1.097
H 1.847 1.508 -0.676
H 1.921 1.146 1.063
H 0.523 2.016 0.394
H -0.551 0.241 1.879
H -0.421 -1.477 1.444
H -2.264 -1.209 -0.155
H -2.354 0.515 0.213
H -0.572 -0.773 -1.878
H -0.707 0.970 -1.572
*
```

Atomic partial charges in e from the natural (NBO) method, atoms 1 to 6:
1. C -0.585
2. C -0.164
3. C 0.298
4. N -0.335
5. C -0.377
6. C -0.407

[4]
A structure of composition C6H9N, computed with ωB97M-V with the def2-TZVPD basis set.

Values from the calculation:
**ΔE to the lowest compared entry with this formula, charge and spin**: 2.0699 eV
**HOMO energy**: -0.311 Eh
**LUMO**: 1.00 eV
**Frontier orbital gap**: 0.348 hartree

The geometry in ORCA input format:
```
! wB97M-V def2-TZVPD RIJCOSX def2/J DEFGRID3
* xyz 0 1
C -2.558 -0.402 0.140
C -1.125 0.042 0.126
C -0.628 1.333 0.220
C 0.761 1.277 0.026
C 1.095 -0.060 -0.125
C 2.413 -0.755 -0.018
N -0.108 -0.858 -0.092
H -2.646 -1.427 0.511
H -3.172 0.252 0.771
H -2.982 -0.373 -0.871
H -1.210 2.237 0.373
H 1.456 2.105 0.014
H 2.393 -1.749 -0.476
H 3.200 -0.166 -0.490
H 2.658 -0.882 1.041
H 0.454 -0.574 -1.149
*
```

Atomic partial charges in e from the natural (NBO) method, atoms 1 to 6:
1. C -0.637
2. C 0.116
3. C -0.256
4. C -0.272
5. C -0.016
6. C -0.621

[5]
The molecule C6H9N, computed with ωB97M-V with the def2-TZVPD basis set.

Values from the calculation:
**ΔE to the lowest compared entry with this formula, charge and spin**: 5.4210 eV
**HOMO energy**: -0.269 Eh
**LUMO**: 0.73 eV
**Frontier orbital gap**: 0.296 hartree

The geometry in ORCA input format:
```
! wB97M-V def2-TZVPD RIJCOSX def2/J DEFGRID3
* xyz 0 1
C 3.363 0.305 0.316
C 1.976 -0.083 0.039
C 0.828 -0.396 -0.165
C -0.528 -0.829 -0.542
N -1.625 -0.434 0.351
C -3.101 -0.151 -0.115
C -2.162 0.935 0.280
H 3.723 1.047 -0.405
H 4.035 -0.558 0.271
H 3.450 0.742 1.315
H -0.790 -0.414 -1.522
H -0.563 -1.920 -0.633
H -1.704 -0.945 1.217
H -3.049 -0.278 -1.207
H -1.589 1.528 -0.439
H -2.264 1.450 1.237
*
```

Atomic partial charges in e from the natural (NBO) method, atoms 1 to 6:
1. C -0.688
2. C 0.048
3. C -0.076
4. C -0.278
5. N -0.416
6. C -0.422

[6]
The molecule C6H9N, computed with ωB97M-V with the def2-TZVPD basis set.

Values from the calculation:
**SMILES**: CC#CC[C@H]1CN1
**ΔE to the lowest compared entry with this formula, charge and spin**: 3.2502 eV
**HOMO energy**: -0.344 Eh
**LUMO**: 0.97 eV
**Frontier orbital gap**: 0.380 hartree

The geometry in ORCA input format:
```
! wB97M-V def2-TZVPD RIJCOSX def2/J DEFGRID3
* xyz 0 1
C -0.684 -1.629 2.038
C -0.323 -0.249 1.714
C 0.006 0.807 1.231
C 0.450 1.666 0.118
C 0.767 0.632 -0.956
C -0.358 -0.120 -1.537
N 0.388 0.854 -2.343
H -1.642 -1.883 1.570
H -0.750 -1.829 3.109
H 0.073 -2.299 1.611
H 1.316 2.288 0.370
H -0.347 2.333 -0.228
H 1.677 0.067 -0.751
H -1.370 0.182 -1.274
H -0.240 -1.187 -1.717
H 1.037 0.366 -2.954
*
```

Atomic partial charges in e from the natural (NBO) method, atoms 1 to 6:
1. C -0.681
2. C -0.009
3. C -0.016
4. C -0.477
5. C -0.067
6. C -0.266

[7]
The molecule C6H9N, computed with ωB97M-V with the def2-TZVPD basis set.

Values from the calculation:
**ΔE to the lowest compared entry with this formula, charge and spin**: 5.6577 eV
**HOMO energy**: -0.349 Eh
**LUMO**: 0.87 eV
**Frontier orbital gap**: 0.381 hartree

The geometry in ORCA input format:
```
! wB97M-V def2-TZVPD RIJCOSX def2/J DEFGRID3
* xyz 0 1
C -0.815 1.944 -1.169
C 0.058 1.734 -0.003
C 0.732 1.769 1.064
C 1.087 0.272 0.216
N 0.502 -0.811 0.967
C 0.621 -2.123 0.355
C -0.687 -1.425 0.416
H -0.262 1.865 -2.111
H -1.215 2.960 -1.104
H -1.658 1.247 -1.187
H 0.981 0.118 -0.878
H 2.163 0.304 0.396
H 0.855 -2.940 1.033
H 1.102 -2.190 -0.622
H -1.082 -1.042 -0.526
H -1.440 -1.720 1.142
*
```

Atomic partial charges in e from the natural (NBO) method, atoms 1 to 6:
1. C -0.675
2. C -0.093
3. C -0.048
4. C -0.218
5. N -0.399
6. C -0.258

[8]
The molecule C6H9N, computed with ωB97M-V with the def2-TZVPD basis set.

Values from the calculation:
**SMILES**: C=N/C=C1/C[C@@H]1C
**ΔE to the lowest compared entry with this formula, charge and spin**: 3.8539 eV
**HOMO energy**: -0.325 Eh
**LUMO**: 0.52 eV
**Frontier orbital gap**: 0.345 hartree

The geometry in ORCA input format:
```
! wB97M-V def2-TZVPD RIJCOSX def2/J DEFGRID3
* xyz 0 1
C 3.448 0.051 -0.289
N 2.124 0.188 -0.218
C 1.115 -0.789 -0.311
C -0.138 -0.444 0.112
C -1.451 -1.145 0.357
C -1.219 0.346 0.687
C -1.969 1.316 -0.156
H 3.976 -0.807 -0.644
H 4.137 0.975 -0.137
H 1.274 -1.886 -0.590
H -1.646 -1.969 1.123
H -2.028 -1.220 -0.483
H -1.120 0.518 1.764
H -1.718 2.418 0.043
H -3.130 1.279 -0.006
H -1.654 1.168 -1.252
*
```

Atomic partial charges in e from the natural (NBO) method, atoms 1 to 6:
1. C -0.071
2. N -0.426
3. C -0.072
4. C 0.060
5. C -0.455
6. C -0.257

[9]
A structure of composition C6H9N, computed with ωB97M-V with the def2-TZVPD basis set.

Values from the calculation:
**ΔE to the lowest compared entry with this formula, charge and spin**: 5.0467 eV
**HOMO energy**: -0.319 Eh
**LUMO**: 0.76 eV
**Frontier orbital gap**: 0.347 hartree

The geometry in ORCA input format:
```
! wB97M-V def2-TZVPD RIJCOSX def2/J DEFGRID3
* xyz 0 1
C 1.435 -0.500 1.070
C 1.481 0.631 0.095
C -0.569 -0.868 -1.444
C -1.673 -1.019 -0.598
C 0.604 1.640 0.013
C -0.560 1.698 0.849
N -1.516 1.712 1.506
H 0.507 -0.498 1.649
H 1.513 -1.450 0.533
H 2.279 -0.428 1.767
H 2.316 0.639 -0.604
H -0.819 -0.071 -2.165
H -2.556 -0.367 -0.561
H -1.518 -1.783 -1.590
H -1.643 -1.770 0.197
H 0.718 2.435 -0.718
*
```

Atomic partial charges in e from the natural (NBO) method, atoms 1 to 6:
1. C -0.673
2. C -0.033
3. C -0.417
4. C -0.461
5. C -0.378
6. C 0.265

[10]
A structure of composition C6H9N, computed with ωB97M-V with the def2-TZVPD basis set.

Values from the calculation:
**ΔE to the lowest compared entry with this formula, charge and spin**: 6.2383 eV
**HOMO energy (alpha / beta)**: -0.297 / -0.298 Eh
**LUMO (alpha / beta)**: -0.08 / -0.08 eV
**Frontier orbital gap (alpha / beta)**: 0.295 / 0.295 hartree

The geometry in ORCA input format:
```
! wB97M-V def2-TZVPD RIJCOSX def2/J DEFGRID3
* xyz 0 1
C 1.812 -0.490 -0.087
N 0.738 0.496 -0.148
C -0.226 0.507 0.963
C -1.202 1.598 0.481
C -0.322 0.178 -1.115
C -1.107 -0.958 -0.545
C -1.057 -0.762 0.782
H 1.477 -1.520 0.116
H 2.354 -0.485 -1.039
H 2.520 -0.194 0.694
H 0.214 0.696 1.946
H -0.644 2.557 0.525
H -1.166 1.086 -0.857
H -0.054 0.206 -2.172
H -1.726 -1.646 -1.105
H -1.611 -1.269 1.561
*
```

Atomic partial charges in e from the natural (NBO) method, atoms 1 to 6:
1. C -0.429
2. N -0.428
3. C -0.230
4. C -0.202
5. C -0.135
6. C -0.272

[11]
The molecule C6H9N, computed with ωB97M-V with the def2-TZVPD basis set.

Values from the calculation:
**SMILES**: CC#CC[C@H]1CN1
**ΔE to the lowest compared entry with this formula, charge and spin**: 2.9523 eV
**HOMO energy**: -0.347 Eh
**LUMO**: 0.99 eV
**Frontier orbital gap**: 0.383 hartree

The geometry in ORCA input format:
```
! wB97M-V def2-TZVPD RIJCOSX def2/J DEFGRID3
* xyz 0 1
C 2.314 0.964 1.662
C 1.687 0.008 0.748
C 1.072 -0.715 0.005
C 0.020 -1.345 -0.805
C -1.269 -0.647 -0.403
C -1.507 0.734 -0.861
N -2.276 -0.383 -1.420
H 2.149 1.986 1.301
H 3.391 0.810 1.767
H 1.856 0.891 2.654
H -0.033 -2.427 -0.635
H 0.189 -1.193 -1.878
H -1.607 -0.887 0.605
H -0.796 1.187 -1.551
H -1.983 1.432 -0.175
H -3.206 -0.415 -1.013
*
```

Atomic partial charges in e from the natural (NBO) method, atoms 1 to 6:
1. C -0.681
2. C -0.002
3. C -0.026
4. C -0.477
5. C -0.067
6. C -0.263

[12]
A structure of composition C6H9N, computed with ωB97M-V with the def2-TZVPD basis set.

Values from the calculation:
**ΔE to the lowest compared entry with this formula, charge and spin**: 8.3610 eV
**HOMO energy (alpha / beta)**: -0.286 / -0.300 Eh
**LUMO (alpha / beta)**: -0.16 / 0.16 eV
**Frontier orbital gap (alpha / beta)**: 0.281 / 0.306 hartree

The geometry in ORCA input format:
```
! wB97M-V def2-TZVPD RIJCOSX def2/J DEFGRID3
* xyz 0 1
C -1.344 1.028 1.283
C -0.950 -0.017 0.340
N -1.457 1.226 -0.189
C -0.076 1.389 -0.687
C 0.440 -0.031 -0.288
C 1.604 -0.685 0.045
C 1.001 -1.126 -1.202
H -0.589 1.581 1.843
H -2.320 0.950 1.750
H -0.586 -2.072 1.024
H 0.480 2.137 -0.115
H -0.049 1.590 -1.761
H 0.122 -2.282 1.189
H 2.078 -1.128 0.910
H 1.372 -0.735 -2.152
H 0.477 -2.086 -1.291
*
```

Atomic partial charges in e from the natural (NBO) method, atoms 1 to 6:
1. C -0.325
2. C 0.183
3. N -0.397
4. C -0.180
5. C -0.203
6. C -0.130